# 1
A cluster of 2 separate species, C4H9S in total in a non-equilibrium geometry. Source: OMol25; level of theory: ωB97M-V with the def2-TZVPD basis set.

```
14
Properties=species:S:1:pos:R:3:forces:R:3
C 0.864 0.710 0.097 0.9 -0.6 -1.2
C 0.843 -0.595 0.948 -0.7 -0.1 -1.4
S 1.397 -0.254 2.597 0.2 -0.1 0.9
H 1.963 0.996 -0.043 -1.5 -0.1 0.3
H 0.310 1.492 0.624 0.2 0.0 -0.2
H 0.437 0.572 -0.958 0.4 0.1 1.2
H 1.518 -1.311 0.438 -0.3 0.1 0.2
H -0.192 -1.061 0.903 0.9 0.5 0.1
C -2.859 0.221 -3.403 0.5 0.5 0.3
C -1.726 0.096 -2.702 -0.2 -0.7 0.0
H -3.097 1.238 -3.748 -0.1 -0.6 0.0
H -3.576 -0.576 -3.629 0.4 0.2 0.2
H -1.112 0.974 -2.517 -0.1 -0.2 0.0
H -1.336 -0.849 -2.255 -0.5 0.8 -0.5
```
Positions in Å, forces in eV/Å.

The net charge is -1. As for the energy above the lowest of the compared OMol25 structures with the same formula, charge and spin: 23.30 kcal per mole. The molecular weight is 89.183 u. The value obtained for the max |F| is 1.58 eV/A. The LUMO energy comes out at 3.24 eV.



# 2
A cluster of 2 separate species, C4H9S in total in a non-equilibrium geometry. Source: OMol25; level of theory: ωB97M-V with the def2-TZVPD basis set.

```
14
Properties=species:S:1:pos:R:3:forces:R:3
C -2.253 1.824 -0.129 3.1 -1.0 -1.2
S -2.041 -0.075 0.136 -0.6 1.0 0.5
H -2.522 1.611 -1.217 -0.2 1.8 1.5
H -1.141 2.422 -0.076 -2.9 -1.6 -0.2
H -2.932 2.305 0.590 -0.1 -0.1 -0.7
C 1.321 -0.236 0.642 -1.5 0.5 1.6
C 2.562 -0.801 0.276 1.1 -0.6 -0.7
C 2.887 -1.057 -1.028 -0.6 -0.5 -1.8
H 0.454 -0.921 0.780 0.4 0.7 0.6
H 1.056 0.400 -0.131 -1.2 1.1 -2.1
H 1.488 0.580 1.392 -0.6 -0.9 0.7
H 3.161 -1.117 1.061 1.8 -0.4 1.7
H 3.899 -1.104 -1.378 0.7 -0.4 -0.2
H 2.100 -1.368 -1.763 0.5 0.5 0.3
```
Positions in Å, forces in eV/Å.

The net charge is -2. Its spin multiplicity is 2. As for the energy above the lowest of the compared OMol25 structures with the same formula, charge and spin: 64.79 kcal per mole. The molecular weight is 89.183 u. The value obtained for the max |F| is 3.48 eV/A. The LUMO energy (alpha / beta) comes out at 6.87 / 6.78 eV.



# 3
A cluster of 2 separate species, C4H9S in total in a non-equilibrium geometry. Source: OMol25; level of theory: ωB97M-V with the def2-TZVPD basis set.

```
14
Properties=species:S:1:pos:R:3:forces:R:3
C -0.941 2.710 -0.093 -0.2 -1.0 0.5
S -1.538 0.948 -0.202 -0.2 0.7 -0.1
H -1.663 3.362 -0.585 0.4 0.3 -0.3
H 0.093 2.785 -0.450 -0.3 0.2 -0.4
H -0.891 3.008 0.954 -0.1 0.1 0.2
C 0.531 -1.918 -0.755 0.1 -1.8 -0.7
C 1.865 -1.669 -0.067 -0.4 -0.2 -0.4
C 1.879 -1.429 1.315 0.6 0.2 0.8
H 0.538 -2.797 -1.464 0.2 0.5 0.1
H 0.045 -1.106 -1.315 0.3 0.3 0.3
H -0.198 -2.243 -0.008 0.0 0.3 0.2
H 2.671 -1.210 -0.639 -0.3 0.3 -0.3
H 2.053 -0.427 1.699 0.5 0.2 0.2
H 1.304 -2.008 2.030 -0.6 -0.1 -0.2
```
Positions in Å, forces in eV/Å.

The net charge is -2. Its spin multiplicity is 2. As for the energy above the lowest of the compared OMol25 structures with the same formula, charge and spin: 42.10 kcal per mole. The molecular weight is 89.183 u. The value obtained for the max |F| is 1.97 eV/A. The LUMO energy (alpha / beta) comes out at 6.88 / 6.87 eV.



# 4
A cluster of 2 separate species, C4HCl3 in total in a non-equilibrium geometry. Source: OMol25; level of theory: ωB97M-V with the def2-TZVPD basis set.

```
8
Properties=species:S:1:pos:R:3:forces:R:3
C -1.490 0.739 -1.834 -1.1 0.8 -3.4
C -1.106 0.451 -0.696 1.9 -1.4 5.4
C -0.815 -0.281 0.636 0.1 1.4 -1.3
C -0.415 0.949 0.588 -1.5 -1.8 -1.2
Cl -1.031 -1.775 1.335 0.0 0.1 0.0
Cl 2.590 -0.712 -0.216 -0.5 -1.4 -1.0
Cl 0.076 2.393 1.142 0.6 0.9 0.6
H 2.192 -1.765 -0.956 0.5 1.4 1.0
```
Positions in Å, forces in eV/Å.

The net charge is 0. As for the energy above the lowest of the compared OMol25 structures with the same formula, charge and spin: 86.30 kcal per mole. The molecular weight is 155.411 u. The value obtained for the max |F| is 5.87 eV/A. The LUMO energy comes out at -0.67 eV.



# 5
An isolated molecule of C4HClFNO in a non-equilibrium geometry. Source: OMol25; level of theory: ωB97M-V with the def2-TZVPD basis set.

```
9
Properties=species:S:1:pos:R:3:forces:R:3
N 3.445 -0.001 -0.211 -6.5 -0.2 0.6
C 2.243 -0.098 -0.097 4.9 -0.4 -0.7
C 0.787 -0.546 0.023 -1.7 -3.6 1.8
O 0.502 -1.780 0.200 1.8 4.5 -1.1
C -0.307 0.449 0.146 -0.5 -0.3 -1.6
C -1.644 0.242 -0.064 2.0 0.1 1.3
F -2.281 1.418 0.004 -1.3 -1.1 -0.4
Cl -2.550 -1.217 -0.142 0.4 1.3 -0.2
H -0.195 1.532 0.139 1.0 -0.3 0.2
```
Positions in Å, forces in eV/Å.

The net charge is 0. As for the energy above the lowest of the compared OMol25 structures with the same formula, charge and spin: 21.79 kcal per mole. Its SMILES is N#CC(=O)/C=C(/F)Cl. The molecular weight is 133.509 u. The value obtained for the max |F| is 6.57 eV/A. The LUMO energy comes out at -1.56 eV.



# 6
A structure of composition C4HGaO2 in a non-equilibrium geometry. Source: OMol25; level of theory: ωB97M-V with the def2-TZVPD basis set.

```
8
Properties=species:S:1:pos:R:3:forces:R:3
O -2.149 -1.351 -0.618 1.1 1.6 1.5
C -1.324 -0.410 -0.253 -1.2 -0.9 -1.8
C -0.634 0.625 -0.261 2.7 0.6 1.9
H -1.848 -1.816 -1.411 0.2 -0.1 -0.3
C 0.759 1.037 0.402 -3.7 -2.6 -5.0
C 0.685 0.043 1.345 -0.9 0.0 1.8
O 1.871 1.088 -0.360 -3.2 2.4 -2.7
Ga 2.641 0.784 1.157 5.1 -1.1 4.6
```
Positions in Å, forces in eV/Å.

The net charge is +1. Its spin multiplicity is 2. As for the energy above the lowest of the compared OMol25 structures with the same formula, charge and spin: 42.62 kcal per mole. The molecular weight is 150.773 u. The value obtained for the max |F| is 6.99 eV/A. The LUMO energy (alpha / beta) comes out at -7.21 / -7.95 eV.



# 7
A structure of composition C4HLiMgO4 in a non-equilibrium geometry. Source: OMol25; level of theory: ωB97M-V with the def2-TZVPD basis set.

```
11
Properties=species:S:1:pos:R:3:forces:R:3
O -1.795 1.327 -1.823 0.1 -0.2 -0.1
C -2.468 2.234 -1.751 0.0 0.1 0.0
C -0.454 -1.323 0.337 -1.7 -2.0 0.8
C -1.248 -0.574 0.985 -1.4 -0.2 -0.8
H -2.246 -0.228 1.208 0.6 0.5 1.0
Li -0.789 -0.541 -1.775 0.6 -0.1 0.7
O 0.431 -0.740 1.607 -0.9 1.0 1.0
C 1.329 -0.114 0.820 1.0 -4.3 -2.2
O 2.484 0.077 1.211 0.7 1.8 0.7
O 1.049 -0.444 -0.389 1.6 3.5 -1.5
Mg 3.707 0.327 -0.430 -0.4 -0.2 0.4
```
Positions in Å, forces in eV/Å.

The net charge is +1. Its spin multiplicity is 2. As for the energy above the lowest of the compared OMol25 structures with the same formula, charge and spin: 126.29 kcal per mole. The molecular weight is 144.294 u. The value obtained for the max |F| is 4.97 eV/A. The LUMO energy (alpha / beta) comes out at -4.06 / -4.60 eV.



# 8
A structure of composition C4HLiO2Tl in a non-equilibrium geometry. Source: OMol25; level of theory: ωB97M-V with the def2-TZVPD basis set.

```
9
Properties=species:S:1:pos:R:3:forces:R:3
O -2.928 0.789 0.311 -1.6 0.3 0.3
Tl -1.185 -1.778 -0.510 0.5 0.0 0.0
H -3.464 1.285 -0.323 0.1 0.1 0.2
C -1.749 1.345 0.489 2.3 -0.4 -0.6
C -0.531 1.260 0.427 -1.1 -0.4 -0.4
C 0.729 0.835 0.054 1.0 -0.2 0.0
C 1.771 0.224 -0.212 -1.6 0.8 1.0
O 2.824 -0.405 -0.354 0.7 -0.9 -0.5
Li 2.908 -2.211 -0.589 -0.4 0.7 0.1
```
Positions in Å, forces in eV/Å.

The net charge is 0. Its spin multiplicity is 2. As for the energy above the lowest of the compared OMol25 structures with the same formula, charge and spin: 34.41 kcal per mole. The molecular weight is 292.374 u. The value obtained for the max |F| is 2.44 eV/A. The LUMO energy (alpha / beta) comes out at -0.67 / -0.51 eV.



# 9
A structure of composition C4HLiO4Rh in a non-equilibrium geometry. Source: OMol25; level of theory: ωB97M-V with the def2-TZVPD basis set.

```
11
Properties=species:S:1:pos:R:3:forces:R:3
O 2.926 -0.625 0.753 -0.6 0.4 -0.3
C 3.788 -1.271 1.099 0.5 -0.3 0.2
C -0.638 0.300 -1.645 1.4 -5.4 -1.8
C -0.533 1.522 -1.682 0.0 6.0 0.6
H -0.176 2.496 -1.975 -0.2 -0.2 -0.1
Li 1.308 0.433 -0.097 0.4 -0.2 0.1
O -2.379 -0.216 0.824 -0.8 -1.6 2.0
C -1.361 -0.676 0.274 -0.9 3.8 -2.1
O -0.245 -0.516 0.838 2.0 -1.5 1.6
O -1.384 -0.650 -1.094 -1.0 -1.4 0.4
Rh -1.306 -0.797 2.705 -0.6 0.3 -0.5
```
Positions in Å, forces in eV/Å.

The net charge is +2. Its spin multiplicity is 6. As for the energy above the lowest of the compared OMol25 structures with the same formula, charge and spin: 0.00 kcal per mole. The molecular weight is 222.895 u. The value obtained for the max |F| is 5.99 eV/A. The LUMO energy (alpha / beta) comes out at -10.56 / -12.58 eV.



For each record above, in turn, the calculated energy values are -555.96724; -555.74056; -555.77673; -1533.34465; -842.99055; -2227.65433; -661.17036; -483.33663; -571.05769 hartree.